[1]
Molecular formula: C5H13NO
Method: DFT, ωB97M-V/def2-TZVPD

SMILES   C[C@H]1CCCN1.O
E_HOMO   -8.626 eV
Energy   -328.2407 hartree
Gap between HOMO and LUMO   9.332 eV
Total charge   0
LUMO level   0.706 eV
Strongest force on any atom   6.145 eV Å⁻¹
Spin multiplicity   1
Relative energy (zero: lowest compared OMol25 entry of this formula, charge and spin)   205.11 kJ/mol

```
20
Properties=species:S:1:pos:R:3:forces:R:3:mulliken_charge:R:1
C -1.5583 -1.2241 0.3810 -1.66 -0.24 3.32 -1.558
C -0.2353 -0.6049 0.1777 2.69 0.98 -0.55 0.484
C -0.2790 0.4809 -1.0856 -3.13 -4.25 3.15 -0.776
C -0.6833 1.7134 -0.3656 0.54 1.23 0.09 -0.579
C 0.2398 1.6584 0.8130 0.90 1.66 0.86 -0.540
N 0.1850 0.2991 1.2999 -1.15 -0.66 0.21 -0.530
H -1.9698 -1.6328 -0.5102 -0.45 -0.22 -0.80 0.391
H -1.4879 -2.0713 1.1282 0.01 0.75 -0.77 0.343
H -2.2892 -0.5096 0.9161 0.99 -0.85 -1.22 0.285
H 0.5401 -1.4764 0.1274 -1.11 1.61 -0.46 0.178
H -1.0760 0.0782 -1.6584 -0.67 -0.15 -1.10 0.404
H 0.5995 0.3089 -1.5973 2.13 1.05 -1.11 0.342
H -1.6804 1.9513 0.0060 -0.53 -1.39 -0.33 0.285
H -0.5715 2.4893 -1.0835 0.82 1.41 -0.15 0.358
H 1.2469 1.7893 0.4228 0.41 0.72 0.02 0.297
H 0.0572 2.4217 1.6382 0.09 -0.92 -1.04 0.301
H 1.0664 0.1165 1.7450 0.07 -0.72 -0.07 0.263
O 2.9205 -2.2019 -0.9245 -0.65 1.13 0.92 -0.640
H 2.0403 -1.9949 -1.2846 0.43 -0.30 -0.07 0.352
H 2.9349 -1.5910 -0.1456 0.27 -0.84 -0.88 0.340
```
Forces are in eV/Å.

=====

[2]
Molecular formula: C5H13NO
Method: DFT, ωB97M-V/def2-TZVPD

SMILES   CC(C)[C@@H](N)CO
E_HOMO   -9.305 eV
Energy   -328.2290 hartree
Gap between HOMO and LUMO   10.143 eV
Total charge   0
LUMO level   0.838 eV
Strongest force on any atom   4.182 eV Å⁻¹
Spin multiplicity   1
Relative energy (zero: lowest compared OMol25 entry of this formula, charge and spin)   235.86 kJ/mol

```
20
Properties=species:S:1:pos:R:3:forces:R:3:mulliken_charge:R:1
C 0.8149 0.1792 1.6156 0.92 -1.70 -0.08 -1.477
C 0.7522 -0.6515 0.2888 1.29 0.98 0.26 0.238
C 1.9799 -0.2230 -0.6147 -3.03 0.86 -0.69 -1.274
C -0.6005 -0.4274 -0.4289 -1.54 0.57 -0.66 -0.082
N -1.6527 -1.3576 0.0541 0.41 -0.47 -0.90 -0.533
C -1.0574 1.0789 -0.3950 3.72 1.08 1.57 -0.485
O -1.9211 1.7190 -1.3411 -0.05 -2.30 0.75 -0.516
H -0.0089 -0.2388 2.1531 -0.47 -0.11 1.00 0.409
H 1.7663 -0.0859 2.1333 -0.72 0.27 -0.18 0.423
H 0.6951 1.2501 1.6427 0.20 0.35 -0.63 0.249
H 0.8585 -1.6944 0.6372 -0.41 0.32 -0.48 0.358
H 2.1025 -0.6912 -1.6178 0.05 -0.29 1.03 0.315
H 1.5825 0.7801 -0.8690 1.11 -0.02 -0.13 0.296
H 2.8555 -0.1129 -0.0266 0.94 -0.13 0.22 0.412
H -0.3517 -0.4271 -1.5009 -0.49 -1.25 -0.14 0.361
H -1.9519 -2.1332 -0.5690 0.42 1.14 0.66 0.206
H -2.4329 -0.8818 0.4810 -0.05 -0.08 -0.22 0.260
H -0.0473 1.4549 -0.5802 0.04 0.59 -0.85 0.129
H -0.9971 1.5237 0.6236 -1.95 -0.49 -0.22 0.351
H -2.3862 0.9388 -1.6865 -0.39 0.67 -0.33 0.359
```
Forces are in eV/Å.

=====

[3]
Molecular formula: C5H13NO
Method: DFT, ωB97M-V/def2-TZVPD

SMILES   C=C(N)CCC.O
E_HOMO   -7.926 eV
Energy   -328.2595 hartree
Gap between HOMO and LUMO   8.809 eV
Total charge   0
LUMO level   0.883 eV
Strongest force on any atom   2.228 eV Å⁻¹
Spin multiplicity   1
Relative energy (zero: lowest compared OMol25 entry of this formula, charge and spin)   155.70 kJ/mol

```
20
Properties=species:S:1:pos:R:3:forces:R:3:mulliken_charge:R:1
C 0.3038 -0.9387 1.6221 0.39 0.69 0.15 -1.114
C 0.7910 0.2643 1.2556 -0.30 -1.96 -0.04 0.696
N 1.9898 0.7503 1.7550 -0.80 1.34 -0.29 -0.490
C 0.0495 1.2338 0.3904 -0.09 0.50 0.30 -0.620
C -1.1185 0.7895 -0.5008 1.17 -0.33 -1.03 -0.373
C -2.4192 1.4901 -0.2309 -1.00 -0.93 1.76 -1.314
H -0.5620 -1.3965 1.1727 -0.11 0.16 0.09 0.269
H 0.7561 -1.4077 2.4857 0.12 -0.41 -0.21 0.291
H 2.2096 1.6499 1.3535 0.50 -0.20 0.26 0.210
H 2.7579 0.1611 1.9892 0.07 -0.36 0.00 0.226
H -0.3273 1.9162 1.1716 0.08 0.41 -0.55 0.300
H 0.7585 1.7456 -0.2683 0.06 0.27 0.40 0.280
H -0.7680 0.9928 -1.5183 -0.27 0.09 -0.08 0.290
H -1.1890 -0.3026 -0.5142 -0.42 0.15 0.35 0.326
H -2.7013 1.2079 0.7959 0.10 0.19 0.09 0.337
H -2.4182 2.5768 -0.2005 0.25 0.05 -0.55 0.330
H -3.2788 1.0811 -0.7631 0.24 0.33 -0.64 0.358
O 1.5199 -3.6323 -3.5812 0.71 -0.26 0.79 -0.626
H 2.1616 -3.5967 -2.8574 0.04 1.08 0.00 0.314
H 1.4847 -4.5849 -3.5568 -0.75 -0.81 -0.79 0.310
```
Forces are in eV/Å.

=====

Q: Which formula does entry 1 have?
A: C5H13NO

=====

Q: The lowest strongest force on any atom belongs to which entry?
A: number 3

=====

Q: What is the spin multiplicity in the second record?
A: 1

=====

Q: Which value of gap between HOMO and LUMO does entry 1 give?
A: 9.332 eV